Entry 1:
The following is a DFT calculation (ωB97M-V/def2-TZVPD) of a structure of composition C44H37HgN9O6S2Te.

XYZ file:
```
100
C44H37HgN9O6S2Te (ωB97M-V/def2-TZVPD)
C -1.56358 0.47388 -2.84535
C 0.42487 -4.09616 -4.00487
H 0.10702 -5.95666 -5.02839
C -3.98835 -0.12573 -0.16724
H 0.56250 8.23649 0.20144
N -1.74734 -0.28990 -0.46513
H -6.08927 -0.73290 2.36634
C -1.12189 7.30160 -0.74521
C 0.75278 -5.61835 -1.71947
C 1.14184 6.47239 -0.86766
H -1.74787 8.90046 0.36642
H -4.54585 -4.96709 1.42367
C -2.77801 -0.49134 0.43726
O -2.29515 2.18864 6.77251
N 1.70709 1.31197 0.33491
C 0.23165 7.41075 -0.41677
C 5.78820 -0.57885 -0.82665
C 3.70512 -0.54921 -1.94770
N 2.37176 -0.77898 -2.24158
H -1.64885 -3.18608 -1.17232
O 1.49758 3.98248 -3.62323
N -1.73364 1.12258 7.16046
H 3.12317 1.38632 -4.39825
C 2.10510 -0.05602 -3.29485
H 4.20847 1.98306 2.45331
C -5.16740 -0.66555 1.80392
N 1.43611 2.86739 -1.40733
H -2.99024 8.06324 -0.41792
C 2.10801 2.38184 -0.35039
C -0.91180 -3.87748 0.72330
H 7.30765 0.70324 -1.62925
C 0.67834 -3.48288 -2.78490
H -6.12748 0.11104 0.03073
H -0.28925 0.28129 2.92804
C 0.32579 -5.47806 -4.08187
O -1.79097 0.73017 8.36238
C -2.53336 -4.91061 2.16242
O 1.09439 -3.35677 3.52005
N -2.01385 8.30028 -0.39466
C -0.43330 -0.86396 6.62232
H 5.92316 1.54809 -3.49886
C 0.19769 -1.28720 4.32401
H 0.23475 1.25121 -2.25106
C -0.96380 0.76564 4.88754
H -3.97496 -1.39839 3.43301
H -2.77069 -5.40804 3.09413
C 0.49251 -6.23860 -2.93288
C -3.52500 -4.66487 1.22572
H 0.36214 -0.85982 -4.24922
H 4.06934 -1.72308 -0.17889
H -1.86761 -0.26283 -3.59743
H 0.41242 -7.31790 -2.98332
N -0.13747 0.37719 -2.63972
C 3.48895 1.95440 1.65380
C -1.55077 6.20187 -1.49761
C -2.75808 -0.95917 1.74713
O 3.19047 4.64259 -1.97358
C -0.64044 5.26639 -1.94512
H -0.44728 -1.13429 7.66777
N -3.63970 0.28669 -1.44181
H -4.26880 0.63032 -2.14526
C 4.23086 0.34692 -2.89338
C -5.20149 -0.19341 0.50189
Te 1.09112 -3.27128 0.35553
C 5.53554 0.81323 -2.80628
C -1.22254 -4.52347 1.91276
C 4.48653 -1.03496 -0.90317
C -1.90012 -3.65377 -0.22794
C 0.70533 5.41147 -1.64148
Hg 0.65411 -0.68020 -0.34861
C -0.35217 -0.03857 3.96042
C -3.20419 -4.04582 0.02589
H 6.41938 -0.92218 -0.01741
H -1.83328 -1.23186 2.23808
C -2.28729 0.16778 -1.56470
S 1.84414 4.18679 -2.22471
H -1.87777 1.45874 -3.22255
H 0.62704 -2.60012 5.96109
H -0.95320 4.41497 -2.53585
C 0.69899 0.08366 -3.80898
C 2.47447 1.10255 1.46746
C 0.73968 -2.18909 3.29811
H 2.19396 6.54781 -0.62613
H -1.41302 1.70749 4.60962
C 0.16387 -1.66245 5.68014
N 3.19486 0.59634 -3.77047
H 0.29336 -3.49858 -4.90042
H 0.75345 -2.40384 -2.72600
H 2.19945 0.28698 2.12250
C -3.96571 -1.04118 2.41193
C -1.04347 0.35117 6.23570
H -2.60512 6.08554 -1.71909
H -3.97703 -3.86590 -0.71189
C 0.84002 -4.23194 -1.62287
H -0.44554 -4.70707 2.64258
S 3.52246 3.13723 0.38749
H 0.67218 0.87225 -4.56707
O 0.77916 -1.71293 2.06855
H 0.87903 -6.21798 -0.82336
C 6.29614 0.33895 -1.75423
```

Calculated values
* lowest unoccupied orbital energy (alpha / beta): 1.6 / 1.6 eV
* gap between HOMO and LUMO (alpha / beta): 3.53 / 6.87 eV
* net charge: -1
* ⟨S²⟩: 0.7725
* 2S+1: 2
* largest force on an atom: 0.762 eV Å⁻¹

Entry 2:
The following is a DFT calculation (ωB97M-V/def2-TZVPD) of a structure of composition C44H38BBr2N12O7Ti.

XYZ file:
```
105
C44H38BBr2N12O7Ti (ωB97M-V/def2-TZVPD)
O 1.29883 -1.02270 0.79724
C -0.38942 -3.51590 -2.68311
H -2.96443 -1.06521 -1.51172
C -0.79862 1.26546 -5.75447
C -4.13941 -3.12030 0.61679
H 4.86280 -0.64932 -3.65080
C 1.45081 -1.58030 3.88494
N -0.14402 -2.76962 2.54174
N -0.23713 0.78619 -3.03162
H 1.10701 3.93465 1.52916
H 5.85749 -0.81350 -1.61307
C 0.11962 0.17476 -1.83164
C 2.45037 -1.60214 4.85266
H 0.46615 1.51219 3.98536
C 1.74871 -4.01001 3.32470
Br 4.07288 -0.39713 6.84451
O -4.21129 3.03254 4.13158
H -5.21654 -0.10932 -1.67457
C 3.74146 -0.62373 -1.83008
N -0.73950 0.09308 -0.86259
C -0.98781 3.13636 -0.95549
O -1.62035 0.51125 2.11400
O 0.83680 6.15288 2.49621
H -1.61155 -3.83433 1.58072
C -4.54185 1.90026 -1.28939
C 1.01749 -2.83645 3.20278
C -0.04794 -5.14291 2.22519
H -5.28176 -2.48014 2.40153
H -0.87198 3.58811 -1.94492
H -1.23082 0.88612 -3.17532
C 1.19610 -5.17063 2.81323
C 2.47013 -0.82425 0.20519
H -0.51721 -6.03155 1.83168
O -0.93629 6.49063 3.66389
C 3.64270 -0.99105 0.92871
H 2.17517 1.64587 5.75824
Br 2.15577 -6.79201 2.94341
C -3.29765 -1.60599 1.93772
C -4.41112 -2.42205 1.77385
H 0.93092 3.09726 -6.76109
O 1.46361 1.65790 0.36769
C -0.19668 2.24880 1.80595
N 0.76461 -0.47951 3.57332
C 1.62368 2.37394 -3.04046
C 2.16935 3.54424 -5.07019
B -2.44634 -3.45187 -1.18599
C 3.83287 -0.49956 -3.33021
H -3.10174 -0.88926 2.71376
C -0.66671 -3.90647 2.09268
H 3.20836 3.79153 -3.20506
C -1.99764 0.77852 -1.07048
H 3.56595 -1.14668 1.99717
N 1.35738 -0.40500 -1.96001
H 1.78710 2.18725 -1.98368
H -1.77351 1.62395 -5.41042
C -1.39140 1.76266 2.40311
N -0.21199 5.78022 2.98906
H -0.77057 0.19034 -5.56711
N -2.94941 -2.74211 0.13585
C -4.37285 0.53571 -1.46711
C 1.12855 2.89365 -5.71480
C -1.79665 3.96067 3.35507
H -5.52698 2.34577 -1.33283
C 4.90897 -0.80170 -1.09057
C 0.96610 -3.66364 -2.46704
Ti -0.38675 -0.60490 1.16223
H -1.19338 3.94521 -0.25317
C -2.16908 2.62780 3.16309
N -0.04971 -3.09851 -0.54046
C 0.20233 3.57203 1.99083
C 2.72218 -0.42634 5.52488
H -3.54481 3.76816 -0.98474
N 0.45034 1.28015 1.12026
C 1.99976 0.71428 5.24199
H 2.78090 4.25547 -5.60885
C 2.50914 -0.59399 -1.16946
H 1.59186 -0.43617 -2.93820
H 5.78222 -1.08901 0.84902
H -3.12653 -3.08746 -2.12543
C 2.41132 3.28057 -3.72914
H -4.70438 -3.87336 0.09358
H -2.40727 4.62552 3.94108
C 0.59240 1.70987 -3.70619
C 1.03085 0.63169 4.25126
H 2.02535 -3.34074 -0.51883
H 2.71809 -4.03119 3.79737
C -3.10610 -0.00969 -1.36039
H 1.73018 -3.90250 -3.18645
N -0.96879 -3.18910 -1.51471
H 3.22653 -1.25661 -3.83876
C -2.13760 2.17079 -0.99668
H -0.98795 -3.64652 -3.56920
C 0.32982 1.96777 -5.05423
H -2.60450 -4.64361 -0.98687
H -0.04262 2.67512 -0.67854
H -0.74881 1.43303 -6.82952
N -3.40316 2.17997 3.80654
C -0.61693 4.38009 2.76941
O -3.52439 0.99620 4.06068
C 4.86784 -0.96394 0.28421
H 2.98788 -2.50361 5.10008
H 3.50965 0.47895 -3.69008
N -2.41425 -1.78925 0.94944
C -3.42876 2.69446 -1.07761
C 1.11853 -3.38708 -1.10131
```

Calculated values
* lowest unoccupied orbital energy (alpha / beta): 1.6 / 1.6 eV
* gap between HOMO and LUMO (alpha / beta): 5.05 / 5.05 eV
* net charge: -1
* largest force on an atom: 1.746 eV Å⁻¹